DFT (wB97M-V/def2-TZVPD) results for a structure of composition C14H24AlN5S2.

```
46
Properties=species:S:1:pos:R:3:forces:R:3
Al 0.34339 -0.01328 0.20716 0.132 0.064 -0.286
C 4.74154 2.67279 -0.79033 -0.031 -0.059 0.042
S 3.37588 3.49656 0.04941 0.049 0.057 -0.084
C 2.26314 2.24590 0.41231 -0.078 0.033 0.108
S 2.51968 0.57790 -0.08239 0.000 0.082 0.010
N 1.21724 2.65109 1.09364 -0.004 -0.194 -0.071
N 0.36485 1.62322 1.33772 0.049 0.042 -0.125
C -0.41216 1.65653 2.34456 -0.166 -0.091 0.151
C -1.18285 0.42852 2.56039 0.114 0.103 -0.034
C -2.03829 0.29280 3.63129 -0.074 0.038 0.065
C -2.70752 -0.90838 3.81623 -0.038 -0.009 0.060
C -2.50536 -1.92838 2.90306 -0.019 -0.010 -0.024
C -1.63772 -1.71832 1.84953 -0.004 0.127 -0.009
N -0.96043 -0.57216 1.66501 0.007 -0.083 0.098
H 5.33028 3.48226 -1.21689 0.021 0.010 0.030
H 4.38980 2.03020 -1.59161 0.000 0.023 -0.022
H 5.34658 2.11812 -0.07804 0.015 -0.018 -0.027
H -0.45176 2.50402 3.02113 0.013 -0.034 0.025
H -2.17115 1.12324 4.31188 -0.002 -0.018 0.003
H -3.37618 -1.04238 4.65667 0.006 0.010 -0.015
H -3.01051 -2.87922 2.99566 0.011 0.004 -0.005
H -1.49644 -2.49524 1.12054 0.040 -0.062 -0.013
C 1.57520 -1.61252 -1.97388 -0.007 -0.014 -0.006
N 0.50545 -1.73676 -0.93131 0.009 -0.023 0.115
C 0.81234 -3.01340 -0.22181 -0.038 0.019 -0.071
C -0.81767 -1.78613 -1.61737 0.082 0.036 0.009
C -1.08737 -0.43164 -2.24829 -0.022 0.012 -0.008
N -0.93299 0.65191 -1.22252 -0.052 -0.045 0.149
C -2.27905 0.97192 -0.66025 0.022 0.010 -0.079
C -0.39955 1.89104 -1.86565 -0.016 -0.011 -0.026
H 1.41934 -2.39038 -2.72357 0.012 0.002 -0.002
H 2.54600 -1.75972 -1.50869 0.000 0.004 0.002
H 1.57111 -0.63683 -2.44747 -0.009 0.000 -0.003
H 0.98614 -3.80392 -0.95280 -0.006 -0.005 -0.007
H -0.00180 -3.32358 0.41910 -0.044 -0.004 0.051
H 1.71297 -2.88601 0.37603 0.005 0.019 0.002
H -1.58610 -2.02529 -0.88199 -0.013 -0.012 0.000
H -0.82746 -2.57495 -2.37243 0.004 0.000 -0.015
H -2.09162 -0.40031 -2.67162 -0.001 0.014 -0.005
H -0.39103 -0.23724 -3.06019 0.001 -0.008 -0.005
H -2.89653 1.41465 -1.44250 -0.007 -0.005 -0.001
H -2.18429 1.68832 0.15240 0.023 0.013 0.007
H -2.76336 0.06757 -0.29770 0.010 -0.010 0.006
H -1.04474 2.17759 -2.69700 -0.004 0.001 0.006
H 0.60997 1.71183 -2.23146 0.000 -0.003 -0.005
H -0.37697 2.69802 -1.13597 0.008 0.000 0.009
```
Forces are in eV/Å.

Frontier orbital gap in eV: 6.82
Net charge: +2
HOMO in eV: -14.44